ORCA calculation (ωB97M-V with the def2-TZVPD basis set) on a 2-piece molecular cluster, C2H9N3O overall at a distorted geometry.

The charge is +2. The frontier orbital gap comes out at 11.259 eV.

```
15
Properties=species:S:1:pos:R:3:forces:R:3
C -0.362 -0.770 -0.205 0.8814 0.2499 -0.0225
C 2.147 -0.427 0.120 -1.5988 2.0586 -0.3333
N 0.888 -0.029 0.091 -0.2555 -2.2069 -0.0216
N -1.543 -0.063 0.381 -0.7661 -2.8780 2.3629
N -1.763 1.158 -0.131 -3.6976 4.4564 -6.5171
O 2.963 0.551 0.139 -0.0620 0.0271 0.1044
H -0.503 -0.815 -1.275 -0.2939 0.3662 -0.3685
H -0.359 -1.799 0.110 0.2585 -0.2549 0.6604
H 2.468 -1.404 0.010 0.5016 -2.1722 0.2525
H 0.900 0.913 -0.171 -0.7432 2.2462 -0.1468
H -2.355 -0.734 0.503 0.5560 0.3325 -0.8757
H -1.462 0.271 1.347 1.1613 -1.1721 0.7486
H -2.492 1.642 0.444 0.7661 -0.3441 -0.6373
H -2.413 1.214 -1.440 2.3724 -0.6048 4.7447
H 3.885 0.292 0.077 0.9199 -0.1039 0.0493
```
Forces are in eV/Å.

ORCA calculation (ωB97M-V with the def2-TZVPD basis set) on an isolated molecule of C16H24N4O4S at a distorted geometry.

As for the SMILES: COc1cc(/C=N/NC(=S)NCCN2CCOCC2)cc(OC)c1O. The frontier orbital gap comes out at 7.939 eV.

```
49
Properties=species:S:1:pos:R:3:forces:R:3
C -0.252 1.888 -3.672 0.1602 -0.2185 -0.0834
H -0.267 1.949 -4.759 0.0344 -0.0461 0.0775
O -1.057 2.948 -3.223 -0.2628 0.3409 0.2997
C -1.224 3.105 -1.883 -0.1566 0.2104 0.0024
C -0.652 2.308 -0.908 -0.0058 0.0010 0.0962
C -0.890 2.550 0.447 -0.3984 0.5546 -0.7112
C -1.715 3.609 0.829 0.1500 -0.1974 0.0877
C -2.290 4.414 -0.137 -0.0709 0.1123 -0.4009
C -2.052 4.172 -1.496 -0.0586 0.0688 0.2308
O -2.616 4.959 -2.444 0.0188 -0.0255 -0.0077
H -3.147 5.630 -1.992 0.0464 -0.0616 0.0080
O -3.118 5.487 0.105 0.3113 -0.3832 -0.4944
C -3.414 5.807 1.441 -0.0945 0.1094 0.2825
H -2.510 6.068 2.000 -0.0331 -0.0210 -0.0245
H -3.931 4.985 1.945 0.0297 0.0270 -0.0225
H -4.073 6.673 1.397 0.0459 -0.0639 0.0738
H -1.893 3.786 1.877 -0.0422 0.0459 0.1291
C -0.297 1.716 1.461 0.5077 -0.6854 0.5992
N 0.492 0.753 1.172 -0.3529 0.5281 -0.5869
N 1.008 0.003 2.153 -0.1587 0.1114 0.7079
C 1.855 -1.035 1.893 0.1333 0.0262 -0.2844
N 2.161 -1.222 0.602 -0.4654 0.5068 0.1398
H 1.734 -0.572 -0.045 0.0397 -0.0618 0.0543
C 3.019 -2.256 0.089 0.2171 -0.2968 -0.2793
H 3.299 -2.904 0.923 0.0380 0.0880 -0.1366
C 2.348 -3.088 -1.010 0.1343 -0.0112 0.2132
N 1.670 -4.260 -0.493 -0.0150 0.0141 -0.1177
C 1.252 -5.150 -1.564 -0.1189 -0.2618 0.1442
H 0.506 -4.667 -2.222 0.0476 -0.0292 -0.0039
C 0.641 -6.414 -0.960 0.2092 0.0672 -0.3311
H 1.409 -6.934 -0.368 -0.0406 0.0056 -0.0707
O -0.465 -6.109 -0.147 -0.1728 -0.0472 -0.0629
C -0.076 -5.238 0.890 0.0572 0.3798 0.1495
H 0.666 -5.732 1.533 -0.0620 0.0460 -0.0020
C 0.527 -3.943 0.348 -0.1363 -0.2915 0.1861
H -0.244 -3.386 -0.216 0.0292 0.0075 0.0194
H 0.856 -3.341 1.193 -0.0441 0.0194 0.0438
H -0.976 -5.027 1.470 0.0972 0.0151 0.0210
H 0.274 -7.077 -1.746 0.0905 0.0164 0.0328
H 2.125 -5.419 -2.162 -0.0270 -0.0017 -0.0387
H 3.123 -3.447 -1.691 -0.0396 0.0764 -0.0234
H 1.664 -2.438 -1.590 0.0347 -0.0515 -0.0544
H 3.926 -1.794 -0.317 -0.0471 -0.0675 0.0811
S 2.409 -1.947 3.153 0.1620 -0.3039 0.5159
H 0.775 0.174 3.132 0.1324 -0.1503 -0.3176
H -0.553 1.939 2.503 0.0394 -0.0493 -0.0133
H -0.012 1.481 -1.163 0.0598 -0.0843 -0.1242
H 0.780 1.988 -3.319 -0.0462 -0.0082 -0.0030
H -0.652 0.918 -3.359 0.0239 0.0405 -0.0012
```
Forces are in eV/Å.

Calculated values (eV) of total energy for the records, taken in order: -8716.1483; -41965.3988.
Calculated values (eV) of LUMO energy for the records, taken in order: -8.7671; 0.1611.
Calculated values (kcal per mole) of energy above the lowest of the compared OMol25 structures with the same formula, charge and spin for the records, taken in order: 78.73; 91.98.